Molecular formula: C3H5N3O
Method: DFT, wB97M-V/def2-TZVPD

```
12
Properties=species:S:1:pos:R:3:mulliken_charge:R:1
H -0.30 -2.07 -1.61 0.208
N -0.04 -1.29 -0.95 -0.695
C -0.77 -0.93 0.05 0.647
N -1.95 -1.45 0.45 -0.450
O -0.42 0.12 0.84 -0.399
C 0.89 0.58 0.75 -0.271
C 1.23 1.55 -0.28 0.279
N 1.68 2.22 -1.14 -0.402
H -2.55 -1.99 -0.27 0.252
H -2.50 -0.92 1.12 0.250
H 1.49 -0.41 0.60 0.283
H 1.18 0.82 1.82 0.297
```

## Properties
**SMILES string**: [H]/N=C(\N)OCC#N
**HOMO level**: -9.73 eV
**E_LUMO**: 0.56 eV

=====

Molecular formula: C6H19NO4
Method: DFT, wB97M-V/def2-TZVPD

```
30
Properties=species:S:1:pos:R:3:mulliken_charge:R:1
C -1.42 -1.18 -0.45 -1.121
C -1.28 0.36 -0.34 -0.759
C -1.20 0.73 1.14 -0.297
C 0.19 0.91 1.66 -0.497
C 1.17 0.19 0.82 0.310
O 1.05 -1.00 0.57 -0.685
N 2.11 0.98 0.15 -0.116
C 2.51 2.37 0.44 -0.896
H -1.31 -1.34 -1.62 0.184
H -2.45 -1.33 -0.15 0.536
H -0.66 -1.71 0.14 0.369
H -2.08 0.96 -0.68 0.511
H -0.39 0.65 -1.01 0.265
H -1.77 0.00 1.79 0.341
H -1.71 1.78 1.28 0.222
H 0.56 2.03 1.87 0.261
H 0.28 0.49 2.74 0.246
H 2.80 0.51 -0.44 0.274
H 1.80 3.15 0.76 0.339
H 2.86 2.65 -0.64 0.312
H 3.35 2.48 1.22 0.249
O 2.41 -2.79 -1.14 -0.612
H 3.02 -3.13 -0.55 0.255
H 1.99 -2.11 -0.69 0.430
O 0.20 -1.53 -3.08 -0.591
H 0.39 -2.37 -3.26 0.269
H 0.08 -1.53 -2.14 0.215
O -4.43 -0.25 0.43 -0.579
H -4.05 0.39 -0.02 0.281
H -4.01 -0.36 1.19 0.285
```

## Properties
**SMILES string**: CCCCC(=O)NC.O.O.O
**HOMO level**: -9.99 eV
**E_LUMO**: 0.54 eV

=====

Molecular formula: C2H4NS
Method: DFT, wB97M-V/def2-TZVPD

```
8
Properties=species:S:1:pos:R:3:mulliken_charge:R:1
N 0.20 0.59 -1.04 -0.258
C 0.05 0.51 0.26 0.464
C -0.29 -0.74 0.64 -0.622
S -0.82 -1.25 2.35 0.159
H 0.76 1.25 -1.57 0.277
H -0.09 -0.04 -1.72 0.241
H 0.46 1.32 0.96 0.359
H -0.28 -1.65 0.11 0.380
```

## Properties
**SMILES string**: [NH2+]=CC=S
**HOMO level (alpha / beta)**: -14.67 / -14.64 eV
**E_LUMO (alpha / beta)**: -7.98 / -7.98 eV
**Charge**: +1

=====

Molecular formula: C64H76N8O18S
Method: DFT, wB97M-V/def2-TZVPD

```
167
Properties=species:S:1:pos:R:3:mulliken_charge:R:1
O -7.08 -3.00 8.47 -0.565
N -6.47 -2.51 7.55 0.923
O -5.71 -3.16 6.77 -0.570
C -6.61 -1.06 7.31 0.015
C -5.86 -0.47 6.21 -0.218
C -6.13 0.82 5.81 -0.517
C -6.97 1.59 6.60 -0.317
C -7.76 1.05 7.62 -0.513
C -7.62 -0.27 7.93 -0.170
H -5.23 -1.07 5.57 0.412
H -5.53 1.21 5.00 0.385
H -7.11 2.61 6.25 0.345
H -8.47 1.71 8.10 0.373
H -8.28 -0.75 8.64 0.417
O -6.54 -10.42 -6.18 -0.571
N -6.73 -9.49 -5.49 0.948
O -7.91 -9.05 -5.31 -0.588
C -5.50 -8.84 -5.03 0.092
C -5.61 -7.70 -4.25 -0.290
C -4.45 -6.95 -3.93 -0.541
C -3.23 -7.48 -4.39 -0.278
C -3.14 -8.59 -5.20 -0.510
C -4.28 -9.32 -5.49 -0.199
H -6.55 -7.31 -3.90 0.409
H -4.51 -6.11 -3.26 0.401
H -2.29 -7.08 -4.04 0.348
H -2.17 -8.98 -5.47 0.348
H -4.23 -10.21 -6.10 0.432
O 3.39 6.29 -0.46 -0.583
N 4.56 6.29 -0.11 0.982
O 5.38 7.15 -0.36 -0.582
C 5.04 5.10 0.68 0.222
C 4.18 3.97 0.77 -0.435
C 4.60 2.89 1.50 -0.378
C 5.86 2.87 2.14 -0.506
C 6.68 3.98 2.05 -0.401
C 6.31 5.06 1.25 -0.383
H 3.27 3.92 0.20 0.443
H 3.92 2.06 1.62 0.418
H 6.12 2.03 2.76 0.385
H 7.62 3.99 2.57 0.407
H 6.89 5.97 1.24 0.412
O -8.26 7.90 2.19 -0.582
N -7.22 8.49 1.91 0.934
O -7.13 9.69 2.10 -0.572
C -6.12 7.70 1.34 0.137
C -6.30 6.38 0.90 -0.303
C -5.20 5.64 0.41 -0.493
C -4.02 6.32 0.13 -0.259
C -3.84 7.64 0.51 -0.528
C -4.86 8.27 1.25 -0.285
H -7.26 5.92 1.02 0.411
H -5.32 4.62 0.09 0.387
H -3.30 5.68 -0.36 0.366
H -2.95 8.21 0.28 0.385
H -4.76 9.32 1.51 0.401
O 2.45 4.80 -5.85 -0.504
N 3.46 4.76 -6.57 0.814
O 4.55 4.40 -6.08 -0.543
C 3.31 5.34 -7.93 0.312
C 2.14 5.10 -8.66 -0.288
C 1.89 5.64 -9.86 -0.638
C 2.93 6.38 -10.45 -0.251
C 4.11 6.64 -9.79 -0.537
C 4.32 6.09 -8.52 -0.239
H 1.43 4.44 -8.19 0.359
H 0.98 5.47 -10.42 0.383
H 2.71 6.78 -11.43 0.350
H 4.83 7.32 -10.22 0.366
H 5.24 6.38 -8.02 0.416
O -8.30 -1.12 -3.22 -0.570
N -9.30 -0.45 -3.00 0.930
O -9.67 0.36 -3.82 -0.580
C -9.90 -0.45 -1.62 0.227
C -9.25 -1.27 -0.66 -0.408
C -9.82 -1.25 0.63 -0.256
C -10.77 -0.37 1.00 -0.580
C -11.19 0.57 0.05 -0.285
C -10.76 0.55 -1.28 -0.375
H -8.41 -1.91 -0.88 0.414
H -9.55 -1.99 1.37 0.362
H -10.94 -0.29 2.07 0.359
H -11.91 1.33 0.32 0.354
H -11.23 1.21 -1.99 0.409
O 4.03 -3.59 -6.77 -0.589
N 5.22 -3.26 -6.89 0.960
O 6.17 -3.90 -6.46 -0.571
C 5.41 -2.00 -7.65 0.214
C 6.70 -1.47 -7.67 -0.424
C 6.90 -0.31 -8.51 -0.358
C 5.84 0.29 -9.18 -0.499
C 4.57 -0.29 -9.09 -0.414
C 4.38 -1.41 -8.34 -0.309
H 7.57 -1.86 -7.17 0.421
H 7.88 0.12 -8.61 0.359
H 5.97 1.16 -9.81 0.401
H 3.77 0.16 -9.66 0.389
H 3.41 -1.88 -8.31 0.420
O 1.54 -8.20 5.46 -0.563
N 2.17 -7.25 5.90 0.944
O 3.32 -7.35 6.37 -0.578
C 1.68 -5.92 5.66 0.050
C 0.40 -5.73 5.04 -0.277
C -0.13 -4.43 4.87 -0.460
C 0.62 -3.31 5.30 -0.493
C 1.82 -3.49 5.94 -0.332
C 2.40 -4.75 6.03 -0.275
H -0.28 -6.48 4.66 0.408
H -1.08 -4.27 4.40 0.415
H 0.17 -2.33 5.34 0.391
H 2.37 -2.70 6.42 0.366
H 3.31 -4.81 6.61 0.406
O -1.00 0.17 0.30 -0.632
S -1.24 -0.88 -0.70 1.070
O -2.30 -1.86 -0.62 -0.614
C -1.12 -0.10 -2.34 -0.727
C -0.11 -0.93 -3.20 -0.527
C 1.01 -1.24 -2.23 -0.618
C 0.39 -1.82 -0.95 -0.754
H -0.71 0.89 -2.13 0.363
H -2.14 -0.05 -2.72 0.417
H -0.51 -1.87 -3.57 0.289
H 0.23 -0.36 -4.07 0.318
H 1.50 -0.30 -1.98 0.271
H 1.86 -1.88 -2.48 0.363
H 0.87 -1.88 0.03 0.445
H 0.05 -2.84 -1.11 0.333
C 6.44 7.00 8.64 -1.239
C 5.47 7.28 7.45 -0.398
C 4.66 6.08 7.01 -0.531
C 3.55 6.32 6.01 -0.761
C 2.29 5.32 6.04 -0.389
C 1.08 5.75 5.17 -1.121
H 7.30 7.67 8.68 0.369
H 6.91 6.04 8.40 0.305
H 6.01 6.91 9.64 0.322
H 4.90 8.12 7.86 0.307
H 6.07 7.69 6.64 0.308
H 4.12 5.74 7.89 0.259
H 5.27 5.24 6.70 0.322
H 3.16 7.33 6.17 0.332
H 4.03 6.48 5.04 0.373
H 2.57 4.31 5.76 0.338
H 1.89 5.37 7.05 0.292
H 1.20 6.77 4.83 0.351
H 1.12 5.15 4.26 0.239
H 0.11 5.58 5.65 0.321
C 2.11 -9.06 0.39 -1.246
C 3.24 -8.34 -0.35 -0.443
C 3.91 -7.31 0.57 -0.680
C 5.09 -6.60 -0.11 -0.661
C 5.70 -5.37 0.60 -0.474
C 6.96 -4.83 -0.15 -1.053
H 1.79 -9.81 -0.33 0.377
H 1.32 -8.41 0.76 0.309
H 2.53 -9.64 1.20 0.311
H 4.02 -9.03 -0.67 0.332
H 2.85 -7.95 -1.29 0.374
H 4.30 -7.77 1.48 0.307
H 3.30 -6.54 1.03 0.405
H 5.80 -7.41 -0.25 0.255
H 4.85 -6.30 -1.13 0.384
H 4.94 -4.60 0.74 0.311
H 5.88 -5.75 1.60 0.286
H 7.79 -5.42 0.23 0.284
H 6.80 -5.04 -1.21 0.297
H 7.05 -3.75 0.00 0.326
```

## Properties
**SMILES string**: O=[N+]([O-])c1ccccc1.O=[N+]([O-])c1ccccc1.O=[N+]([O-])c1ccccc1.O=[N+]([O-])c1ccccc1.O=[N+]([O-])c1ccccc1.O=[N+]([O-])c1ccccc1.O=[N+]([O-])c1ccccc1.O=[N+]([O-])c1ccccc1.O=S1(=O)CCCC1.CCCCCC.CCCCCC
**HOMO level**: -10.08 eV
**E_LUMO**: -0.81 eV

=====

Molecular formula: C3H3Cl2F
Method: DFT, wB97M-V/def2-TZVPD

```
9
Properties=species:S:1:pos:R:3:mulliken_charge:R:1
C 1.40 0.27 -0.20 -0.641
C 0.25 -0.10 0.40 -0.103
C -0.80 -0.79 -0.24 0.459
F -0.85 -1.08 -1.44 -0.122
Cl -2.17 -1.30 0.66 -0.019
Cl -1.80 1.87 0.35 -0.487
H 2.04 0.99 0.31 0.250
H 1.67 -0.12 -1.19 0.258
H 0.26 0.25 1.36 0.406
```

## Properties
**HOMO level (alpha / beta)**: -8.35 / -9.16 eV
**E_LUMO (alpha / beta)**: -2.71 / -2.15 eV

=====

no.,DFT total energy (hartree),strongest force on any atom (eV/Å)
1,-356.78562,4.01
2,-595.63406,7.08
3,-531.16787,10.07
4,-4673.95921,3.50
5,-1136.23503,4.83